Entry 1:
10
Properties=species:S:1:pos:R:3:mulliken_charge:R:1 method="wB97M-V/def2-TZVPD" lumo_ev="-0.5 / 0.1" e_above_lowest_kj_mol=568.9 orbital_gap_ev="8.26 / 8.57"
C 0.6593 -0.9480 0.7825 -0.994
N -1.0308 0.9390 0.0985 -0.495
O 1.1694 1.3728 -2.1868 -0.556
P -0.0632 -0.0517 -0.6994 0.348
H 1.3565 -1.6133 0.4658 0.339
H 0.9612 -0.3146 1.5982 0.332
H -0.1383 -1.4201 1.2484 0.381
H -0.3668 1.5459 0.5425 0.261
H -1.6481 1.4726 -0.4464 0.280
H -0.8992 -0.9827 -1.4033 0.103

Entry 2:
10
Properties=species:S:1:pos:R:3:lowdin_spin:R:1 method="wB97M-V/def2-TZVPD" multiplicity=2 lumo_ev="0.8 / -3.0" e_above_lowest_kj_mol=0.0 s2=0.753 orbital_gap_ev="10.46 / 6.73"
S -3.3297 0.0940 -0.1874 0.949
H -2.8102 1.3027 0.0866 0.052
N 1.5043 -0.2138 -0.8584 0.000
C 0.7882 -0.5532 0.3307 0.000
O 0.1461 0.5652 0.9594 0.000
H 2.0710 0.6041 -0.6868 0.000
H 0.8959 -0.0096 -1.6357 0.000
H 1.4862 -0.9662 1.0642 0.000
H 0.0530 -1.3181 0.1039 0.000
H -0.8049 0.4948 0.8234 0.000

Entry 3:
10
Properties=species:S:1:pos:R:3:mulliken_charge:R:1 method="wB97M-V/def2-TZVPD" lumo_ev=-0.4 e_above_lowest_kj_mol=224.1 orbital_gap_ev=8.46
H -3.2633 -1.4720 -0.1379 0.234
N -2.7667 -0.6596 0.0059 -0.394
P -3.5039 0.6508 -0.3411 0.136
H -4.8293 0.4522 -0.7683 0.030
C 2.6815 0.1846 0.6440 -0.653
S 2.3670 0.4185 -1.1695 -0.203
H 2.0827 -0.7431 1.0657 0.249
H 2.4214 1.1111 1.1862 0.261
H 3.7799 0.0210 0.6834 0.221
H 1.0308 0.0365 -1.1684 0.120

Entry 4:
10
Properties=species:S:1:pos:R:3:mulliken_charge:R:1 method="wB97M-V/def2-TZVPD" smiles=CSPN lumo_ev=1.0 e_above_lowest_kj_mol=90.9 orbital_gap_ev=9.99
C 1.0917 0.6305 -0.1388 -0.930
S -0.2459 1.7022 0.3891 -0.156
P -1.8860 0.6478 -0.2728 0.111
N -1.2905 -0.9002 0.5282 -0.646
H 0.9070 -0.3619 0.2899 0.367
H 1.2869 0.3714 -1.1466 0.339
H 1.8735 1.0452 0.3722 0.367
H -1.1905 0.3772 -1.4254 0.044
H -1.9756 -1.6536 0.3162 0.249
H -1.1776 -0.5712 1.4582 0.256

Entry 5:
10
Properties=species:S:1:pos:R:3:mulliken_charge:R:1 method="wB97M-V/def2-TZVPD" lumo_ev=0.0 e_above_lowest_kj_mol=693.6 orbital_gap_ev=7.55
C 0.4432 1.3804 0.5262 -0.696
N 0.5692 -1.3678 -0.1187 -0.573
P -2.1029 0.2051 0.2693 -0.114
S -0.2262 0.2271 -0.4473 0.166
H -0.2360 2.1765 0.6559 0.332
H 1.8143 1.6865 0.3507 0.175
H 0.1140 -2.0175 0.6312 0.276
H 1.6289 -1.3689 0.1560 0.256
H -2.4152 -0.9967 -0.3325 -0.004
H 0.4107 0.0752 -1.6909 0.181

Entry 6:
10
Properties=species:S:1:pos:R:3:mulliken_charge:R:1 method="wB97M-V/def2-TZVPD" lumo_ev="-1.1 / -1.1" e_above_lowest_kj_mol=238.5 orbital_gap_ev="6.65 / 6.64"
C 1.6082 0.4400 0.5875 -0.790
N -1.6830 -1.5868 -0.8911 -0.628
P -0.3136 2.7598 0.4924 -0.049
S 0.6616 1.5202 1.7804 -0.076
H 2.6449 0.7417 0.7902 0.308
H 1.3411 0.7096 -0.4212 0.338
H 1.6030 -0.5929 0.9968 0.269
H -2.6398 -1.7851 -0.8585 0.224
H -1.3248 -1.6146 -1.8062 0.213
H -1.8977 -0.5919 -0.6703 0.190

Entry 7:
9
Properties=species:S:1:pos:R:3:mulliken_charge:R:1 method="wB97M-V/def2-TZVPD" lumo_ev=4.4 e_above_lowest_kj_mol=18.6 charge=-1 orbital_gap_ev=7.04
S -1.8845 -0.8504 1.5105 -0.868
H -1.4017 -1.9308 2.1210 -0.067
C 0.3177 0.9447 -0.4058 -0.765
N 0.6242 -0.3335 -1.1251 -0.641
H 1.0074 1.7130 -0.7727 0.298
H -0.7459 1.1411 -0.4567 0.258
H 0.5545 0.8414 0.6580 0.296
H -0.0393 -0.9810 -0.7028 0.292
H 1.5677 -0.5444 -0.8264 0.198

Entry 8:
9
Properties=species:S:1:pos:R:3:mulliken_charge:R:1 method="wB97M-V/def2-TZVPD" lumo_ev=4.1 e_above_lowest_kj_mol=15.8 charge=-1 orbital_gap_ev=6.68
S -0.6176 1.5118 -1.2378 -0.888
H -1.5565 0.5499 -1.3063 -0.088
C 0.5539 -1.5143 1.9975 -0.610
N 0.8877 -1.4792 0.5717 -0.630
H 0.8889 -0.6165 2.5208 0.234
H -0.5249 -1.5812 2.1425 0.238
H 1.0527 -2.3581 2.5001 0.204
H 1.4123 -0.6320 0.3926 0.279
H 0.0242 -1.3340 0.0628 0.259

Entry 9:
9
Properties=species:S:1:pos:R:3:lowdin_spin:R:1 method="wB97M-V/def2-TZVPD" multiplicity=2 lumo_ev="0.9 / -2.6" e_above_lowest_kj_mol=53.2 s2=0.753 orbital_gap_ev="10.00 / 6.48"
S 0.3931 -1.5742 -3.1753 0.948
H 1.5703 -1.4595 -3.8052 0.052
C -0.7256 0.0786 1.1199 0.000
N 0.3467 1.0798 1.1145 0.000
H -1.4475 0.2631 0.3259 0.000
H -1.2428 0.0965 2.0817 0.000
H -0.3357 -0.9328 0.9904 0.000
H 1.2552 0.6677 0.9405 0.000
H 0.1864 1.7808 0.4075 0.000

Entry 10:
8
Properties=species:S:1:pos:R:3:mulliken_charge:R:1 method="wB97M-V/def2-TZVPD" smiles=C.O lumo_ev=0.9 e_above_lowest_kj_mol=1.3 orbital_gap_ev=12.52
C 0.0000 0.0000 0.0000 -0.846
H -0.2513 0.9728 0.4477 0.198
H -0.8749 -0.3936 -0.5382 0.218
H 0.8371 0.1247 -0.7027 0.205
H 0.2898 -0.7048 0.7933 0.225
O 0.2588 4.2843 -0.0704 -0.646
H 0.7640 4.5515 0.7306 0.324
H 0.8477 4.5163 -0.8239 0.322

Entry 11:
10
Properties=species:S:1:pos:R:3:lowdin_spin:R:1 method="wB97M-V/def2-TZVPD" multiplicity=3 lumo_ev="0.7 / -2.7" e_above_lowest_kj_mol=145.2 s2=2.004 orbital_gap_ev="4.66 / 8.75"
C -1.1281 0.2560 0.1380 0.662
O -2.0866 -0.7904 0.1918 0.249
O 2.0941 -0.2023 0.8647 0.211
Si 1.1314 -0.0273 -0.3935 0.551
H -1.2345 0.7333 1.0565 0.047
H -1.3044 1.0766 -0.5677 0.075
H -1.8795 -1.3529 -0.4958 0.007
H 2.0320 0.3894 1.5701 0.024
H 1.0240 -1.2659 -1.2273 0.068
H 1.3517 1.1835 -1.1367 0.106

Entry 12:
14
Properties=species:S:1:pos:R:3:mulliken_charge:R:1 method="wB97M-V/def2-TZVPD" lumo_ev=-3.2 e_above_lowest_kj_mol=31.8 charge=+1 orbital_gap_ev=12.66
C -1.1817 -0.5315 1.2540 0.378
O -0.8092 -1.5365 1.9664 -0.392
O -1.0996 0.6421 1.7545 -0.346
O 2.3683 0.5041 -1.0683 -0.467
O 0.2099 1.7002 -1.2893 -0.445
O 0.4676 -0.4389 -2.5192 -0.444
O 0.3232 -0.5840 -0.0407 -0.402
P 0.8168 0.2603 -1.1712 0.895
H -1.8955 -0.6243 0.4371 0.388
H -0.8983 -2.4098 1.5554 0.383
H -0.5452 0.6845 2.5593 0.390
H 2.8945 -0.2671 -0.8614 0.351
H 0.5729 2.3514 -0.6881 0.356
H 0.5998 0.0885 -3.3085 0.354